This record from the OMol25 dataset describes 3 unconnected molecules or ions with the total composition C6H17NO at a distorted geometry. The level of theory is ωB97M-V with the def2-TZVPD basis set.

XYZ file:
```
25
Properties=species:S:1:pos:R:3:forces:R:3:lowdin_charge:R:1
O -2.1647 1.4011 0.1942 0.198 0.113 0.569 -0.267
N 2.3717 0.0281 -0.3376 0.052 1.266 1.044 0.205
C 0.0049 -2.1834 -0.8471 -0.485 0.488 1.006 -0.122
C 2.2360 0.7029 0.8677 1.365 -0.751 -0.141 -0.244
C -1.1558 -1.1994 -0.9390 -0.269 0.060 -1.257 -0.325
C -1.0481 -0.1627 -2.0647 -0.261 0.059 0.183 -0.125
C -0.1476 0.5051 2.0220 0.369 -0.510 -0.048 -0.111
C 0.7375 1.3008 1.1045 -2.247 0.733 -0.013 -0.167
H -2.0809 -1.7693 -1.0758 -0.063 0.107 0.038 0.104
H -0.0341 0.2504 -2.1390 0.052 -0.074 0.006 0.054
H -0.4108 -0.4835 1.6549 0.147 -0.042 -0.107 0.063
H 2.9075 1.5589 0.9659 -0.142 0.205 -0.130 0.116
H 0.2751 0.3886 3.0219 -0.030 0.177 0.032 0.081
H -1.6964 0.6770 -1.7716 0.114 -0.052 -0.219 0.043
H 2.4219 0.0129 1.6950 -0.501 -0.101 0.060 0.122
H 0.9262 -1.6046 -0.7634 0.066 -0.431 -0.165 0.021
H 0.0442 -2.9078 -1.6576 0.050 0.096 -0.122 0.068
H 2.8115 0.7250 -0.9535 -0.405 -0.264 -0.477 0.081
H 0.7849 2.3083 1.5181 1.018 0.016 0.190 0.117
H -0.1616 -2.7155 0.0979 0.403 -0.294 -0.165 0.066
H -3.0666 1.7336 0.2874 0.021 0.059 -0.096 -0.048
H -1.3076 -0.5920 -0.0557 0.163 -0.266 0.341 0.034
H 0.2308 1.5110 0.1594 0.197 -0.637 -0.166 0.085
H -1.1213 1.0425 2.0631 0.061 0.152 -0.388 0.087
H -1.3567 -0.5279 -3.0469 0.128 -0.105 0.024 0.064
```
Forces are in eV/Å.

Computed properties:
**DFT total energy**: -10027.63753 eV
**Spin multiplicity**: 1
**Kohn-Sham gap**: 3.602 eV
**LUMO**: -4.273 eV
**Relative energy (zero: lowest compared OMol25 entry of this formula, charge and spin)**: 766.6 kJ/mol
**HOMO**: -7.87 eV